Record 1
11 unconnected molecules or ions with the total composition C28H81N3O11. Source: the Open Molecules 2025 dataset; level of theory: ωB97M-V/def2-TZVPD.

The value obtained for the relative energy (zero: lowest compared OMol25 entry of this formula, charge and spin) is 90.7 kcal/mol. The value obtained for the HOMO-LUMO gap is 0.3491 Eh. The HOMO energy comes out at -9.18 eV. Its multiplicity is 1. The value obtained for the maximum force is 0.0641 hartree/bohr. As for the total energy: -2107.04126 Ha. The calculation puts the LUMO energy at 0.3 eV. Its structure (SMILES) is COC[C@H](C)N.COC[C@H](C)N.COC[C@H](C)N.CC(C)O.CC(C)O.CC(C)O.CC(C)O.CO.CO.CO.CO.

Geometry as XYZ:
```
123
Properties=species:S:1:pos:R:3:forces:R:3:lowdin_charge:R:1
H -15.984 8.776 1.102 -0.1 -0.2 0.0 0.0698
H -11.677 13.852 -1.766 0.2 0.2 0.0 0.0835
H -5.162 8.746 -7.651 0.0 0.0 -0.1 0.0680
H -5.105 9.965 2.860 -0.7 0.0 -0.1 0.0718
C -12.632 13.144 -13.631 -0.4 0.2 0.1 -0.1428
O -15.893 9.924 2.832 -0.6 0.0 -0.3 -0.1240
H -6.242 8.337 -0.293 -0.3 -0.5 -0.1 0.0624
H -16.606 21.621 -6.319 0.3 0.2 0.0 0.1392
H -15.913 10.493 0.831 -0.1 0.2 -0.1 0.0701
H -8.149 20.602 -3.426 -0.1 -0.1 -0.3 0.0681
O -5.486 12.047 -7.631 -1.1 1.1 0.4 -0.0493
H -12.035 11.677 -15.990 0.3 0.7 0.0 0.1202
C -11.925 5.718 -3.632 -0.1 -0.1 -0.1 -0.0542
H -12.904 15.827 6.352 -0.5 0.4 0.2 0.0828
N -6.189 9.044 0.427 0.2 -0.2 -0.2 0.0221
C -12.486 9.851 -15.176 -1.4 -1.1 2.8 -0.4572
N -9.888 13.913 -3.533 1.4 0.1 -0.5 0.0245
H -13.166 18.155 3.888 0.1 0.5 0.0 0.0721
C -12.368 16.760 6.179 1.6 -0.6 -1.0 -0.0789
O -9.785 4.596 -3.700 1.8 1.1 -1.1 -0.0566
H -6.294 9.885 -0.121 -0.3 0.4 0.1 0.0673
H -13.452 13.794 -13.324 0.1 -0.1 0.2 0.0887
H -11.812 16.566 5.262 0.1 0.1 -0.3 0.0706
O -13.193 12.031 -14.274 1.6 -1.1 -1.1 -0.1899
H -10.896 14.553 -5.977 0.1 -0.6 -0.1 0.1205
H -13.857 20.562 -5.331 -0.2 -0.1 0.3 0.0814
H -3.760 9.809 -7.685 0.0 0.1 -0.1 0.0693
H -14.946 9.772 2.847 0.0 0.0 0.0 0.0681
C -12.097 11.310 -14.966 -2.3 -0.1 0.3 -0.1663
H -4.101 9.150 0.097 0.3 0.0 -0.1 0.1201
H -17.090 21.059 -4.171 0.0 -0.2 0.5 0.0788
H -13.137 8.026 -14.052 -0.3 0.2 -0.3 0.0719
H -11.277 15.836 -4.889 -0.1 0.2 0.1 0.1232
C -11.130 4.467 -3.359 0.4 -0.6 0.2 -0.5399
C -4.812 9.037 0.916 0.5 0.0 1.8 -0.4281
H -12.371 18.829 6.222 -0.4 0.5 0.2 0.1313
H -4.792 6.934 0.812 0.2 -0.7 0.2 0.1096
H -19.501 14.855 -10.652 0.2 -0.2 -0.1 0.0690
C -12.763 9.032 -13.865 0.9 0.6 0.2 -0.0576
C -11.916 14.502 -2.608 -0.8 -0.3 -0.4 -0.0604
N -11.507 9.126 -15.921 0.6 0.2 -1.0 0.0337
H -4.639 12.474 -7.782 0.0 -0.4 -0.2 0.0921
H -5.137 7.485 2.477 0.0 0.1 -0.1 0.1244
H -16.083 19.568 -4.060 0.5 0.3 -0.1 0.0818
C -14.560 21.370 -5.534 -0.4 0.8 -1.0 -0.0604
C -11.289 13.950 -3.855 0.5 -0.2 -0.8 -0.4797
H -11.160 11.453 -14.428 0.1 -0.2 0.1 0.1212
C -5.624 10.813 -8.286 1.6 -1.2 0.1 -0.4959
H -10.631 9.144 -15.419 0.2 -0.4 0.6 0.0726
H -17.425 9.755 1.396 0.1 0.1 0.5 0.0775
H -11.605 12.923 -4.038 -0.2 -0.1 0.0 0.1298
C -16.637 20.235 -4.721 -1.3 0.2 0.0 -0.0759
H -20.967 13.942 -10.396 -0.4 0.1 0.1 0.0736
H -14.859 17.727 6.804 -0.2 0.0 0.2 0.0856
H -1.213 6.975 1.372 -0.1 0.8 0.4 0.0845
H -17.453 19.626 -5.110 -0.2 0.1 0.0 0.0785
H -6.079 19.443 -3.853 0.1 -0.1 -0.1 0.0680
H -14.628 22.089 -4.717 0.2 -0.1 0.1 0.0800
C -11.532 14.804 -5.128 -0.8 -0.3 1.3 -0.2041
O -14.019 18.020 7.165 -0.9 1.0 0.7 -0.0449
C -13.865 18.272 4.716 0.6 -0.6 1.0 -0.0454
H -11.354 2.365 -3.516 -0.3 -0.3 -0.4 0.0811
H -9.612 14.882 -3.456 0.2 0.5 0.7 0.0671
H -7.674 10.885 -9.236 0.4 0.5 0.0 0.0728
H -5.098 11.125 1.519 0.5 0.1 0.1 0.0709
H -11.990 13.720 -14.297 0.1 0.1 -0.1 0.0828
C -2.247 7.003 1.028 -0.2 -1.0 0.0 -0.1163
H -10.523 6.260 3.383 -0.2 -0.4 0.2 0.0793
C -7.472 20.165 -2.692 -1.1 -0.5 -0.2 -0.1665
H -3.611 10.294 2.276 0.3 0.5 -0.8 0.0721
H -9.349 13.678 -4.353 0.2 -0.7 -0.3 0.0684
H -6.967 21.025 -2.253 0.8 -0.4 0.1 0.0725
H -11.915 6.918 2.502 0.0 -0.2 -0.4 0.0698
H -10.272 8.392 2.954 0.2 0.5 0.1 0.0770
H -8.109 19.720 -1.928 0.1 0.1 0.1 0.0759
H -12.959 5.506 -3.363 0.0 0.2 0.2 0.0766
H -11.953 5.960 -4.694 0.3 0.1 0.0 0.0864
H -13.480 9.791 -15.618 0.2 0.4 -0.8 0.1372
H -14.044 13.142 -4.918 0.1 -0.1 0.1 0.0821
C -11.684 3.243 -4.072 -1.0 0.7 0.8 -0.0523
H -20.609 15.484 -9.540 -0.7 0.2 -0.2 0.0768
C -20.574 14.954 -10.492 1.0 0.2 -0.1 -0.1663
O -12.904 14.806 -5.451 -0.3 -0.4 -0.6 -0.1965
H -7.621 10.380 -7.569 0.1 -0.1 0.2 0.0834
C -4.635 10.219 1.910 0.0 -1.4 0.3 -0.0584
H -11.830 8.857 -13.330 0.4 0.1 0.1 0.0644
H -14.408 19.217 4.699 0.2 0.0 -0.1 0.0748
H -12.999 14.506 -2.723 0.0 0.6 0.2 0.0785
O -21.137 15.683 -11.593 0.1 -0.6 0.8 -0.1197
C -15.944 20.860 -5.905 0.6 -1.5 0.4 -0.4991
H -7.047 9.334 -8.867 0.1 -0.1 0.2 0.0744
H -11.464 15.488 -2.493 -0.5 0.2 0.5 0.0843
H -11.568 16.860 6.914 -0.3 -0.2 0.4 0.0772
H -12.039 12.800 -12.783 0.1 0.3 0.3 0.0860
O -15.843 19.875 -6.939 0.1 0.3 -0.5 -0.0625
H -11.559 6.556 -3.038 0.0 0.1 -0.2 0.0814
H -11.449 3.204 -5.136 0.4 0.1 0.1 0.0882
H -12.760 3.406 -4.014 -0.2 -0.9 0.0 0.0719
H -12.774 12.778 -6.115 0.2 0.1 0.0 0.0874
C -4.825 9.765 -7.458 -0.4 -0.1 0.0 -0.0621
H -14.565 17.456 4.536 -0.3 -0.1 0.3 0.0734
H -20.929 15.091 -12.320 -0.2 0.3 -0.5 0.0666
C -7.060 10.361 -8.503 -0.2 0.0 0.1 -0.0556
C -13.130 18.057 6.091 -0.1 -1.0 -1.5 -0.4986
H -12.111 6.670 4.177 0.4 0.0 0.4 0.0804
C -11.361 6.955 3.440 -0.8 -0.6 -0.5 -0.1942
O -6.732 19.072 -3.255 0.1 0.9 0.4 -0.1181
H -2.415 5.942 0.844 -0.5 -0.3 0.0 0.0774
H -5.059 10.856 -9.217 -0.5 0.1 -0.5 0.1264
H -13.393 9.561 -13.149 -0.3 0.0 -0.3 0.0695
O -3.147 7.499 2.014 0.0 0.2 -0.6 -0.1837
H -14.203 13.734 -6.568 0.0 -0.2 0.0 0.0833
H -11.015 4.332 -2.284 -1.3 -0.4 0.4 0.1321
H -14.196 21.891 -6.420 0.3 0.1 0.1 0.0762
H -15.323 19.144 -6.598 0.1 -0.1 0.0 0.0820
C -16.339 9.732 1.486 0.7 -0.1 -0.1 -0.1616
H -2.288 7.455 0.036 -0.2 0.6 0.1 0.0806
C -13.487 13.528 -5.772 -0.1 1.0 0.0 -0.0917
C -4.512 7.636 1.597 0.3 1.4 -0.9 -0.1759
H -4.925 9.951 -6.388 -0.2 0.1 0.0 0.0764
O -10.906 8.251 3.661 0.3 0.7 0.2 -0.1132
H -11.261 9.713 -16.705 -0.1 -0.1 -0.8 0.0657
H -9.376 3.728 -3.709 0.0 0.0 0.0 0.0851
```
Forces are in eV/Å.



Record 2
A molecular structure, C47H51MoN2O2P2S2Si. Source: the Open Molecules 2025 dataset; level of theory: ωB97M-V/def2-TZVPD.

The value obtained for the relative energy (zero: lowest compared OMol25 entry of this formula, charge and spin) is 2.9 kcal/mol. The expectation value of S² is 2.02. The value obtained for the HOMO-LUMO gap (alpha / beta) is 0.2916 / 0.3059 Eh. The HOMO energy (alpha / beta) comes out at -10.02 / -10.72 eV. As for the total charge: +1. Its multiplicity is 3. The value obtained for the maximum force is 0.0141 hartree/bohr. As for the total energy: -3918.38199 Ha. The calculation puts the LUMO energy (alpha / beta) at -2.1 / -2.4 eV.

Geometry as XYZ:
```
108
Properties=species:S:1:pos:R:3:forces:R:3:lowdin_charge:R:1
C 3.082 -3.684 -1.991 0.0 0.0 0.0 -0.0781
C -1.805 5.914 -0.673 0.0 0.1 0.0 -0.1396
H 6.189 1.052 -0.208 0.0 0.0 0.0 0.0630
C -3.578 -0.810 -2.740 0.0 0.0 0.0 -0.0939
H 2.137 3.565 0.790 0.0 0.0 0.0 0.0851
C 0.043 -3.436 0.172 0.0 0.0 0.0 -0.0954
H -1.322 -6.025 4.124 0.0 0.0 0.0 0.1104
C -3.907 -2.751 -1.343 0.0 0.0 0.0 -0.0860
C -3.940 -0.460 3.865 0.0 0.0 0.0 -0.0715
H -1.459 6.238 -1.661 0.0 0.0 0.0 0.1340
C 3.357 -3.521 -3.342 0.0 0.0 0.0 -0.0760
H 0.948 6.134 -0.432 0.0 0.0 0.0 0.1337
H 3.699 -0.164 -3.430 0.0 0.0 0.0 0.0945
C 3.281 1.752 -1.570 0.0 0.0 0.1 -0.2144
H -5.743 1.985 1.480 0.0 0.0 0.0 0.1052
C 1.287 3.808 1.429 0.0 0.0 0.0 -0.0069
C -4.002 0.776 1.792 0.0 -0.1 0.0 -0.0826
C 4.601 3.273 -2.936 0.0 0.0 0.0 -0.0676
C -5.191 -2.890 -1.842 0.0 0.0 0.0 -0.0646
C -0.740 3.817 0.073 0.1 0.1 0.0 -0.4188
C -0.556 -2.750 3.741 0.0 0.0 0.0 -0.0918
H 4.452 -1.957 1.238 0.0 0.0 0.0 0.0721
C -0.460 -4.066 4.179 0.0 0.0 0.0 -0.0645
H -1.554 -3.778 -2.803 0.0 0.0 0.0 0.1158
C 3.539 -1.148 -3.009 0.0 -0.1 0.0 -0.0848
C -0.740 -3.101 -0.929 0.0 0.1 0.0 -0.3297
H 1.622 4.459 2.234 0.0 0.0 0.0 0.1031
H 1.202 2.298 -1.430 0.0 0.0 0.0 0.0367
H -3.382 -3.025 1.875 0.0 0.0 0.0 0.1085
H 5.375 1.513 -2.021 0.0 0.0 0.0 0.0953
C 0.564 -4.716 0.288 0.0 0.0 0.0 -0.0762
H 4.920 -0.975 2.623 0.0 0.0 0.0 0.0885
C 3.273 -1.291 -1.645 0.0 0.1 0.0 -0.2210
C 4.246 -1.023 1.762 0.0 0.0 0.0 -0.0902
H -5.627 -0.199 5.158 0.0 0.0 0.0 0.1105
C -2.559 -3.323 2.517 0.0 0.0 0.0 -0.0884
C -3.098 -1.706 -1.791 0.0 0.1 0.0 -0.3458
C 5.912 0.133 0.310 0.0 0.0 0.0 -0.0846
H 5.031 1.493 2.504 0.0 0.0 0.0 0.0896
H 5.554 3.538 -3.375 0.0 0.0 0.0 0.1086
H -6.776 1.368 3.634 0.0 0.0 0.0 0.1092
H -2.858 6.186 -0.591 0.0 0.0 0.0 0.1309
C -2.456 -4.631 2.954 0.0 0.0 0.0 -0.0620
C -5.170 0.075 4.217 0.0 0.0 0.0 -0.0649
H -2.453 2.662 -1.379 0.0 0.0 0.0 0.0754
H -1.493 6.450 1.386 0.0 0.0 0.0 0.1288
C -1.545 -0.671 0.491 0.7 -0.1 -0.1 -0.7149
C -5.670 -1.993 -2.789 0.0 0.0 0.0 -0.0666
H 3.570 4.960 -3.771 0.0 0.0 0.0 0.1053
H -3.193 -5.363 2.651 0.0 0.0 0.0 0.1105
S -0.329 -0.137 -2.074 -0.2 -0.1 -0.1 0.3738
C -4.864 -0.958 -3.239 0.0 0.0 0.0 -0.0682
C -0.955 -4.037 -1.939 0.0 0.0 0.0 -0.0731
H 2.899 -4.672 -1.590 0.0 0.0 0.0 0.0962
H 3.220 -1.049 2.138 0.0 0.0 0.0 0.0708
P -1.727 -0.735 2.196 -0.1 0.1 -0.1 0.4920
C -1.403 -5.002 3.783 0.0 0.0 0.0 -0.0650
C 4.304 1.473 1.687 0.0 0.0 0.0 -0.0891
C 0.325 -5.653 -0.706 0.0 0.0 0.0 -0.0743
H 0.727 -6.654 -0.613 0.0 0.0 0.0 0.1118
H -0.910 7.642 0.224 0.0 0.0 0.0 0.1261
H 0.353 -4.355 4.831 0.0 0.0 0.0 0.1108
S -0.233 0.511 2.799 -0.2 -0.1 0.1 0.3486
H 0.952 6.334 1.319 0.0 0.0 0.0 0.1275
C -5.814 0.956 3.360 0.0 0.0 0.0 -0.0684
H 1.385 4.305 -2.802 0.0 0.0 0.0 0.0994
H -2.718 4.094 -2.387 0.0 0.0 0.0 0.1008
H 4.460 2.370 1.081 0.0 0.0 0.0 0.0759
H 0.247 -2.702 0.940 0.0 0.0 0.0 0.0913
N 0.238 4.499 0.686 0.0 -0.1 0.0 -0.0513
H -3.545 1.031 0.843 0.0 0.0 0.0 0.0881
H 2.817 -2.722 -0.104 0.0 0.0 0.0 0.0862
H -5.236 -0.269 -3.986 0.0 0.0 0.0 0.1086
H -0.591 -6.035 -2.611 0.0 0.0 0.0 0.1110
C -3.355 -0.110 2.652 0.0 0.0 0.0 -0.3403
C 3.041 -2.579 -1.155 0.0 0.0 0.0 -0.0968
H -2.937 -0.012 -3.092 0.0 0.0 0.0 0.0700
C 2.177 2.566 -1.824 0.0 0.0 0.0 -0.1216
O -0.773 2.549 0.109 0.0 -0.2 0.1 -0.2149
H 1.156 -4.977 1.155 0.0 0.0 0.0 0.1143
H 6.621 0.003 1.134 0.0 0.0 0.0 0.0881
C -2.701 3.718 -1.362 0.0 0.0 0.0 -0.0054
O 1.752 0.187 0.334 -0.3 0.0 0.0 -0.5183
C -0.419 -5.309 -1.827 0.0 0.0 0.0 -0.0611
H 6.048 -0.705 -0.377 0.0 0.0 0.0 0.0849
C -5.231 1.305 2.149 0.0 0.0 0.0 -0.0709
C 3.488 4.071 -3.160 0.0 0.0 0.0 -0.0793
C 0.379 5.937 0.482 0.0 0.1 0.0 -0.1294
H -5.816 -3.704 -1.499 0.0 0.0 0.0 0.1100
H 3.392 -4.383 -3.996 0.0 0.0 0.0 0.1047
C 2.269 3.708 -2.608 0.0 0.0 0.0 -0.0846
H 3.792 -2.118 -4.904 0.0 0.0 0.0 0.1048
H -3.440 -1.152 4.532 0.0 0.0 0.0 0.1121
H -3.694 3.851 -0.928 0.0 0.0 0.0 0.0991
C 3.584 -2.252 -3.850 0.0 0.0 0.0 -0.0755
Si 3.174 0.190 -0.511 0.3 0.0 -0.1 0.5215
Mo -0.081 0.648 0.284 0.1 0.5 0.1 1.1836
C 4.494 2.129 -2.158 0.0 0.0 0.0 -0.0912
P -1.482 -1.459 -1.034 -0.1 0.0 0.1 0.5113
H 0.895 2.898 1.878 0.0 0.0 0.0 0.0308
C -1.605 -2.383 2.909 0.0 0.0 0.0 -0.3719
H 0.184 -2.016 4.033 0.0 0.0 0.0 0.0801
C -0.995 6.575 0.423 0.0 0.0 0.0 -0.1375
C 4.483 0.194 0.856 0.0 0.0 -0.1 -0.6003
H -6.671 -2.108 -3.182 0.0 0.0 0.0 0.1099
H 3.304 1.518 2.127 0.0 0.0 0.0 0.0663
H -3.527 -3.462 -0.619 0.0 0.0 0.0 0.1033
N -1.713 4.460 -0.592 0.0 -0.1 0.0 -0.0593
```
Forces are in eV/Å.



- The highest multiplicity belongs to which entry?
  C47H51MoN2O2P2S2Si